A structure of composition C38H29Cl2IMoN8O4 in a non-equilibrium geometry, computed with ωB97M-V with the def2-TZVPD basis set.

* spin multiplicity: 3
* E_HOMO (spin up / spin down): -0.27029 / -0.27051 Eh
* energy relative to the best compared isomer or geometry (same formula, charge and spin): 1.899 eV
* HOMO-LUMO gap (spin up / spin down): 6.5 / 6.3 eV
* net charge: 0
* LUMO energy (spin up / spin down): -0.89 / -1.04 eV

XYZ file:
```
83
Properties=species:S:1:pos:R:3:mulliken_charge:R:1
Mo 0.08 0.18 -0.28 -0.75
Cl -3.06 6.17 -1.86 -0.22
C -2.32 4.91 -0.95 -0.21
C -1.79 3.82 -1.63 -0.94
C -1.19 2.79 -0.90 0.33
N -0.76 1.58 -1.44 0.64
C -0.87 1.26 -2.76 -0.65
O -0.75 2.00 -3.72 -0.72
C -1.27 -0.17 -2.85 0.88
C -1.47 -0.81 -4.06 -0.59
C -1.99 -2.09 -4.06 -0.42
C -2.36 -2.65 -2.84 -0.52
C -2.11 -1.94 -1.67 -0.60
N -1.52 -0.75 -1.66 0.06
C -1.09 2.85 0.49 0.43
C -1.67 3.93 1.15 -0.90
C -2.27 4.95 0.44 0.17
Cl -2.94 6.29 1.30 -0.22
N -0.40 1.77 1.10 0.37
C 0.33 2.16 2.21 0.61
O 0.47 3.31 2.58 -0.70
C 1.03 1.11 3.02 -0.15
C 1.76 1.49 4.14 -0.63
C 2.45 0.52 4.85 -0.38
C 2.38 -0.80 4.42 -0.88
C 1.59 -1.09 3.32 0.00
N 0.94 -0.15 2.64 0.14
H -1.86 3.76 -2.70 0.61
H -1.22 -0.28 -4.97 0.53
H -2.13 -2.65 -4.97 0.54
H -2.82 -3.62 -2.78 0.41
H -2.41 -2.35 -0.71 0.74
H -1.67 3.98 2.23 0.56
H 1.78 2.53 4.42 0.48
H 3.04 0.79 5.71 0.43
H 2.92 -1.59 4.92 0.44
H 1.49 -2.11 2.96 0.31
C 3.80 3.61 -2.42 -0.89
N 3.32 2.65 -1.44 0.15
C 4.01 2.08 -0.41 -0.64
C 3.13 1.28 0.25 -1.00
N 1.91 1.35 -0.37 1.15
C 2.06 2.19 -1.39 -0.95
H 4.87 3.74 -2.31 0.34
H 3.30 4.57 -2.28 0.33
H 3.58 3.25 -3.42 0.34
H 5.06 2.25 -0.24 0.42
H 3.30 0.69 1.13 0.60
H 1.31 2.53 -2.08 0.68
O 1.06 -1.25 -1.82 -0.62
C 1.00 -2.43 -1.40 -2.07
N 1.28 -3.56 -2.09 0.60
C 0.74 -4.75 -1.43 3.23
C -0.06 -4.11 -0.26 -0.79
O -0.79 -4.63 0.53 -0.61
N 0.18 -2.76 -0.34 2.28
C -0.24 -5.48 -2.34 -0.89
C -1.07 -6.47 -1.80 -0.12
C -2.01 -7.10 -2.59 -1.02
C -2.12 -6.79 -3.94 -0.45
C -1.26 -5.85 -4.49 -0.88
C -0.33 -5.19 -3.70 -0.04
C 1.80 -5.71 -0.89 0.03
C 2.25 -5.63 0.42 -0.43
C 3.19 -6.53 0.90 -0.98
C 3.69 -7.52 0.06 -0.52
C 3.27 -7.58 -1.26 -0.93
C 2.32 -6.69 -1.73 -0.17
H 2.10 -3.61 -2.67 0.46
H -0.98 -6.71 -0.75 0.48
H -2.67 -7.83 -2.15 0.44
H -2.87 -7.26 -4.56 0.41
H -1.32 -5.62 -5.55 0.48
H 0.32 -4.45 -4.14 0.39
H 1.86 -4.88 1.09 0.45
H 3.52 -6.46 1.92 0.43
H 4.41 -8.23 0.43 0.40
H 3.66 -8.34 -1.92 0.40
H 1.98 -6.76 -2.76 0.41
I 3.41 -2.13 0.23 -0.39
C -0.21 -1.71 0.54 -0.80
H -0.71 -2.12 1.41 0.57
H 0.74 -1.19 0.85 0.53
```